# 1
The molecule C5H10O, computed with wB97M-V/def2-TZVPD.

Geometry as XYZ:
```
16
Properties=species:S:1:pos:R:3
C 1.936 0.418 -0.301
C 0.694 -0.461 -0.182
C 0.064 -0.838 1.174
C -0.621 0.143 0.265
C -1.871 -0.197 -0.539
H 2.842 -0.320 -0.412
H 1.985 1.127 0.538
H 1.839 1.031 -1.229
H 0.650 -1.304 -0.923
H 0.538 -0.520 2.124
H -0.300 -1.863 1.093
H -1.959 0.576 -1.355
H -1.996 -1.226 -0.983
H -2.790 -0.031 0.126
H -0.315 1.998 -0.110
O -0.697 1.466 0.714
```

Values from the calculation:
LUMO level, eV: 0.88
SMILES: C[C@H]1C[C@@]1(C)O
Charge: 0

=====

# 2
A structure of composition C8H10NP, computed with wB97M-V/def2-TZVPD.

Geometry as XYZ:
```
20
Properties=species:S:1:pos:R:3
C 2.743 -0.224 -0.376
C 1.802 -1.300 -0.572
C 2.534 0.847 0.385
C 0.640 -1.285 0.018
C 0.278 0.583 0.735
C -1.895 -0.569 1.043
C -1.188 0.666 0.512
C -1.580 1.019 -0.882
N 1.262 1.302 0.765
P -0.941 -2.081 0.299
H 3.813 -0.456 -0.623
H 2.138 -2.040 -1.263
H 3.227 1.670 0.637
H -1.812 -0.618 2.132
H -3.022 -0.564 0.730
H -1.474 1.470 1.117
H -2.644 1.131 -0.971
H -1.223 0.270 -1.700
H -1.105 1.917 -1.120
H -1.552 -1.736 -0.865
```

Values from the calculation:
LUMO level, eV: 0.52
Charge: 0

=====

# 3
The ion C8H11N4O3 with charge -1, computed with wB97M-V/def2-TZVPD.

Geometry as XYZ:
```
26
Properties=species:S:1:pos:R:3
C -2.794 -1.189 1.114
C -0.599 -2.159 -0.626
C 1.739 0.137 0.628
C 1.313 1.023 -0.536
C 0.423 -0.481 1.106
C 0.298 0.149 -1.265
C -1.848 -0.092 0.025
C -0.444 -0.627 -0.151
N -3.049 1.806 -0.371
N -3.276 1.042 -1.320
N -2.074 1.261 0.468
N -2.595 -0.088 -1.199
O -1.359 -2.322 -1.599
O -3.198 -0.798 2.172
O 0.034 -2.998 0.008
H -3.034 -2.159 0.666
H 2.399 -0.652 0.262
H 2.257 0.687 1.417
H 0.821 1.923 -0.158
H 2.145 1.322 -1.177
H 0.577 -1.463 1.556
H -0.061 0.174 1.834
H -0.384 0.731 -1.885
H 0.812 -0.564 -1.914
H -2.270 1.383 1.453
H -2.487 -0.890 -1.821
```

Values from the calculation:
LUMO level, eV: 3.60
SMILES: O=CC1(C2(C(=O)[O-])CCCC2)NN=NN1
Charge: -1

=====

# 4
A structure of composition C19H35AsGe2N7S5Y, computed with wB97M-V/def2-TZVPD.

Geometry as XYZ:
```
70
Properties=species:S:1:pos:R:3
Y -1.004 0.637 0.276
C 3.907 -0.160 2.971
C 4.123 -0.847 1.631
Ge 2.800 -0.363 0.263
C 3.053 -1.480 -1.311
C 4.516 -1.466 -1.748
C 3.149 1.512 0.001
C 2.530 2.697 0.074
Ge 0.548 2.908 0.253
C 0.300 4.248 1.705
C 0.646 5.702 1.429
C 0.025 3.849 -1.441
C 0.570 3.179 -2.694
C 3.423 3.894 0.046
C 4.486 3.976 0.945
C 5.341 5.067 0.950
C 5.154 6.099 0.045
C 4.101 6.030 -0.856
C 3.238 4.948 -0.846
H 4.658 -0.442 3.709
H 2.931 -0.409 3.393
H 3.937 0.927 2.866
H 4.114 -1.936 1.734
H 5.103 -0.576 1.232
H 2.403 -1.139 -2.116
H 2.727 -2.492 -1.054
H 4.832 -0.473 -2.070
H 4.676 -2.139 -2.591
H 5.189 -1.788 -0.955
H 4.232 1.571 -0.152
H 0.883 3.874 2.554
H -0.746 4.167 2.023
H 1.707 5.839 1.225
H 0.391 6.344 2.274
H 0.107 6.085 0.562
H 0.317 4.900 -1.403
H -1.071 3.846 -1.476
H 1.662 3.189 -2.719
H 0.215 3.659 -3.607
H 0.284 2.123 -2.753
H 4.623 3.180 1.665
H 6.149 5.110 1.668
H 5.820 6.950 0.047
H 3.948 6.831 -1.566
H 2.422 4.917 -1.547
S -2.277 -1.940 1.017
As -0.437 -2.253 -0.045
S -0.489 -0.911 -1.774
S 0.895 -0.973 1.424
S 0.389 -4.115 -0.271
C 0.705 0.172 5.697
N -0.132 0.881 4.756
C -1.030 0.309 3.958
N -1.210 -1.005 4.030
S -1.932 1.329 2.901
H 1.241 0.903 6.296
H 1.436 -0.461 5.188
H 0.097 -0.436 6.368
H -0.003 1.869 4.607
H -0.535 -1.582 4.507
H -1.696 -1.436 3.236
N -5.319 -0.197 0.524
N -4.597 0.982 0.413
N -5.038 2.147 0.794
C -4.032 2.946 0.441
N -3.053 2.274 -0.160
N -3.446 1.010 -0.167
H -5.817 -0.137 1.409
H -4.616 -0.945 0.539
H -4.028 4.003 0.620
```

Values from the calculation:
LUMO level, eV: -0.15
Charge: 0

=====

# 5
A cluster of 2 separate species, C12H17N in total, computed with wB97M-V/def2-TZVPD.

Geometry as XYZ:
```
30
Properties=species:S:1:pos:R:3
C -0.789 -1.133 -2.616
C -2.047 -1.030 -3.477
C -0.904 -0.500 -1.262
C -1.493 0.666 -0.895
C -0.236 -0.984 -0.079
C -0.435 -0.041 0.932
C 0.532 -2.120 0.216
C -0.023 -0.237 2.255
C 1.022 -2.284 1.487
C 0.769 -1.338 2.498
N -1.239 0.962 0.431
H -0.473 -2.170 -2.481
H 0.084 -0.735 -3.150
H -2.725 -1.864 -3.322
H -2.035 1.372 -1.509
H -1.253 1.909 0.777
H 0.644 -2.885 -0.540
H -0.307 0.511 2.990
H 1.700 -3.085 1.757
H 1.125 -1.496 3.504
H -1.775 -0.957 -4.535
H -2.555 -0.092 -3.266
C 2.599 2.677 0.881
C 1.677 3.810 0.469
H 3.534 2.672 0.326
H 2.726 2.599 1.959
H 2.143 1.705 0.660
H 2.129 4.802 0.593
H 0.674 3.765 0.892
H 1.522 3.754 -0.614
```

Values from the calculation:
LUMO level, eV: 0.88
SMILES: CCc1c[nH]c2ccccc12.CC
Charge: 0

=====

# 6
A cluster of 2 separate species, C3H10N2O2 in total, computed with wB97M-V/def2-TZVPD.

Geometry as XYZ:
```
17
Properties=species:S:1:pos:R:3
N 0.268 -2.562 -1.666
C 1.019 -1.361 -1.954
O 0.285 -0.155 -1.867
H -0.007 -2.628 -0.702
H -0.582 -2.516 -2.209
H 1.874 -1.276 -1.273
H 1.390 -1.469 -2.972
O -0.879 1.421 3.293
C -0.375 2.072 2.418
C -0.112 1.517 1.039
N -0.825 0.277 0.746
H -0.047 3.111 2.622
H -0.399 2.277 0.306
H 0.957 1.335 0.901
H -0.109 -0.084 -0.987
H -0.637 -0.399 1.475
H -1.821 0.441 0.830
```

Values from the calculation:
LUMO level, eV: 0.65
SMILES: NCC=O.NCO
Charge: 0

=====

# 7
The molecule C5H8O, computed with wB97M-V/def2-TZVPD.

Geometry as XYZ:
```
14
Properties=species:S:1:pos:R:3
C -0.829 0.026 -1.459
C 0.015 0.196 -0.231
C -0.611 0.317 1.147
C 0.715 0.878 1.634
O 1.637 -0.031 1.284
C 1.224 -0.697 0.068
H -1.581 0.822 -1.484
H -1.350 -0.934 -1.473
H -0.202 0.108 -2.352
H -1.425 1.043 1.225
H -0.871 -0.592 1.711
H 0.506 1.220 -0.247
H 1.047 -1.771 0.213
H 2.046 -0.564 -0.644
```

Values from the calculation:
LUMO level, eV: 0.88
Charge: 0

=====

# 8
A structure of composition C7H21N3O4Rb, computed with wB97M-V/def2-TZVPD.

Geometry as XYZ:
```
36
Properties=species:S:1:pos:R:3
Rb -5.311 -20.522 1.810
C -10.257 -19.225 0.917
O -9.569 -19.845 1.959
C -10.417 -20.444 2.997
C -9.939 -21.971 3.200
N -8.640 -22.031 3.964
C -8.412 -23.458 4.113
C -7.002 -23.692 4.804
O -5.821 -23.267 4.134
C -4.691 -23.361 4.976
H -10.919 -19.996 0.524
H -9.676 -18.726 0.141
H -10.968 -18.494 1.302
H -11.479 -20.419 2.753
H -10.257 -20.012 3.985
H -9.846 -22.378 2.193
H -10.837 -22.332 3.700
H -8.891 -21.688 4.880
H -8.233 -23.980 3.173
H -9.172 -23.977 4.696
H -6.944 -24.774 4.921
H -7.030 -23.280 5.812
H -4.577 -22.709 5.842
H -3.880 -23.305 4.249
H -4.470 -24.363 5.343
C -0.228 -22.036 0.732
O -0.963 -21.237 0.175
N 0.144 -23.139 0.251
N 0.223 -21.766 1.879
H 0.606 -23.754 0.906
H 0.021 -23.327 -0.734
H 0.920 -22.441 2.159
H 0.278 -20.767 2.016
O -7.422 -22.201 -1.789
H -8.108 -22.140 -2.453
H -6.659 -21.787 -2.192
```

Values from the calculation:
LUMO level, eV: -3.14
Charge: +1